[1]
C4H14NO3 | ωB97M-V/def2-TZVPD

Last column: natural (NBO) charge in e.
Cartesian coordinates (Å):
C  -1.807  0.607  -2.157  -0.40
N  -0.840  0.303  -1.128  -0.45
C  0.503  -0.176  -1.543  -0.43
C  -1.453  -0.523  -0.013  -0.23
C  -0.594  -0.480  1.259  -0.06
O  0.404  -1.447  1.255  -0.85
H  -2.588  1.141  -1.588  0.18
H  -2.285  -0.231  -2.682  0.14
H  -1.402  1.325  -2.877  0.19
H  0.676  -0.118  -2.616  0.16
H  0.615  -1.207  -1.211  0.21
H  1.204  0.516  -1.061  0.22
H  -2.373  0.079  0.075  0.17
H  -1.638  -1.552  -0.334  0.16
H  -1.279  -0.649  2.132  0.12
H  -0.176  0.515  1.407  0.15
H  1.257  1.671  2.528  0.45
H  2.463  1.039  1.853  0.52
O  2.088  1.923  2.156  -1.02
H  1.445  -0.991  1.524  0.50
H  3.166  -1.168  1.256  0.44
O  2.612  -0.577  1.766  -1.16

- Frontier orbital gap: 8.0 eV
- Charge: -1
- E_tot: -12007.6041 eV

***

[2]
C4H14NO3 | ωB97M-V/def2-TZVPD

Last column: natural (NBO) charge in e.
Cartesian coordinates (Å):
C  1.134  -1.723  0.829  -0.61
C  0.009  -0.716  0.645  -0.02
C  0.270  0.379  1.691  -0.67
N  -0.222  -0.272  -0.745  -0.74
C  0.909  0.432  -1.508  0.10
O  0.315  1.578  -2.007  -0.95
H  2.051  -1.336  0.324  0.20
H  1.373  -2.111  1.889  0.19
H  0.859  -2.505  0.298  0.20
H  -1.029  -1.325  0.811  0.14
H  1.241  0.891  1.542  0.19
H  -0.486  1.234  1.582  0.26
H  0.123  0.125  2.774  0.19
H  -0.950  0.501  -0.912  0.39
H  1.718  0.507  -0.853  0.11
H  0.911  -0.331  -2.443  0.11
H  -2.630  -1.405  -0.654  0.47
H  -2.805  -0.518  -1.778  0.47
O  -3.220  -1.224  -1.367  -0.95
H  -0.099  2.369  -0.752  0.50
H  0.716  2.780  0.472  0.44
O  -0.188  2.670  0.162  -1.02

- Frontier orbital gap: 7.3 eV
- Charge: -1
- E_tot: -12006.1516 eV

***

[3]
C4H14NO3 | ωB97M-V/def2-TZVPD

Last column: Mulliken spin population.
Cartesian coordinates (Å):
C  1.338  -1.075  -1.505  0.01
C  0.407  -1.157  -0.269  -0.02
C  1.293  -1.234  0.983  0.03
N  -0.428  0.047  -0.332  0.52
C  0.277  1.568  -0.239  -0.07
O  0.513  1.674  1.023  0.52
H  2.258  -0.621  -1.134  0.00
H  1.572  -2.067  -1.897  0.00
H  0.864  -0.522  -2.313  -0.01
H  -0.230  -2.035  -0.394  0.02
H  1.770  -0.264  1.037  0.00
H  0.732  -1.424  1.897  0.00
H  2.054  -1.999  0.828  0.00
H  -1.040  0.027  0.495  -0.02
H  1.089  1.403  -0.954  0.01
H  -0.595  2.088  -0.646  0.00
H  -3.410  -0.552  -1.711  0.00
H  -2.347  0.530  -1.396  0.00
O  -3.188  0.374  -1.837  0.01
H  -0.979  1.490  3.545  0.00
H  -0.697  1.737  2.033  0.00
O  -1.254  2.013  2.789  0.00

- Frontier orbital gap (spin up / spin down): 11.0 / 7.8 eV
- Multiplicity: 2
- E_tot: -12004.7128 eV

***

[4]
C4H14NOS | ωB97M-V/def2-TZVPD

Last column: natural (NBO) charge in e.
Cartesian coordinates (Å):
C  1.027  1.080  1.236  -0.63
C  -0.004  0.132  0.626  -0.05
C  -1.274  0.971  0.447  -0.44
C  -2.476  0.300  -0.229  -0.49
S  -2.302  0.390  -2.091  -0.06
N  0.481  -0.430  -0.685  -0.72
H  0.532  1.803  1.871  0.25
H  1.543  1.592  0.420  0.22
H  1.845  0.584  1.753  0.24
H  -0.291  -0.708  1.254  0.22
H  -1.596  1.191  1.469  0.24
H  -1.097  1.914  -0.072  0.23
H  -3.420  0.716  0.092  0.26
H  -2.512  -0.774  -0.035  0.22
H  -1.645  -0.670  -2.605  0.13
H  0.000  0.072  -1.443  0.45
H  0.203  -1.407  -0.755  0.43
H  1.499  -0.574  -0.743  0.48
H  2.722  -2.527  0.312  0.50
H  3.838  -1.873  -0.562  0.51
O  2.926  -1.782  -0.261  -0.98

- Frontier orbital gap: 9.9 eV
- Charge: +1
- E_tot: -18741.4625 eV

***

[5]
C4H14NS | ωB97M-V/def2-TZVPD

Last column: natural (NBO) charge in e.
Cartesian coordinates (Å):
C  2.907  0.839  -0.757  -0.62
C  1.763  -0.067  -0.187  -0.50
S  0.248  0.041  -1.266  0.18
C  -0.284  -1.726  -1.507  -0.73
H  3.798  0.703  -0.105  0.23
H  2.684  1.936  -0.711  0.23
H  3.139  0.481  -1.766  0.23
H  1.556  0.112  0.871  0.21
H  2.018  -1.153  -0.301  0.23
H  0.423  -2.303  -2.072  0.25
H  -0.399  -2.243  -0.508  0.21
H  -1.255  -1.688  -2.041  0.24
C  -2.210  1.303  1.669  -0.40
N  -1.968  -0.022  0.944  -0.72
H  -2.485  1.165  2.663  0.23
H  -1.284  1.834  1.614  0.23
H  -2.960  1.815  1.125  0.23
H  -2.827  -0.298  0.450  0.44
H  -1.727  -0.722  1.634  0.43
H  -1.137  -0.006  0.251  0.43

- Frontier orbital gap: 9.7 eV
- Charge: +1
- E_tot: -16693.6402 eV

***

[6]
C4H14NSi | ωB97M-V/def2-TZVPD

Last column: natural (NBO) charge in e.
Cartesian coordinates (Å):
C  -1.928  0.464  1.095  -0.42
N  -0.650  1.001  0.341  -0.53
C  0.356  0.011  -0.196  -0.26
C  -0.355  -1.328  -0.626  -0.65
C  0.908  0.695  -1.508  -0.63
Si  1.806  -0.523  0.956  0.85
H  -1.517  -0.205  1.888  0.23
H  -2.547  1.247  1.467  0.25
H  -2.428  -0.256  0.406  0.24
H  -1.261  1.225  -0.476  0.44
H  -0.184  1.772  0.791  0.45
H  -1.024  -1.729  0.175  0.23
H  -1.011  -1.103  -1.522  0.22
H  0.427  -2.102  -0.953  0.27
H  0.819  1.748  -1.232  0.21
H  0.193  0.517  -2.369  0.23
H  1.922  0.486  -1.908  0.27
H  1.391  -1.506  1.953  -0.13
H  2.951  -1.106  0.033  -0.09
H  2.130  0.691  1.683  -0.16

- SMILES string: C[NH2+]C(C)(C)[SiH3]
- Frontier orbital gap: 11.8 eV
- Charge: +1
- E_tot: -13734.5588 eV

***

[7]
C4H14NSi | ωB97M-V/def2-TZVPD

Last column: natural (NBO) charge in e.
Cartesian coordinates (Å):
C  -3.296  -0.334  -0.900  -0.86
C  1.897  1.440  1.408  -1.17
C  1.567  0.565  -1.856  -1.08
C  0.139  -0.911  0.887  -0.67
N  1.341  -1.728  0.635  -0.87
Si  1.126  0.443  0.030  1.76
H  -3.912  -1.303  -0.614  0.23
H  -4.047  0.074  -1.535  0.24
H  -2.389  -0.734  -1.264  0.19
H  2.658  2.071  0.968  0.27
H  1.178  2.076  1.899  0.29
H  2.343  0.832  2.201  0.28
H  1.713  -0.463  -2.122  0.27
H  0.723  1.047  -2.493  0.30
H  2.475  1.144  -1.903  0.27
H  -0.099  -0.752  1.869  0.23
H  -0.832  -1.345  0.455  0.28
H  -2.947  0.240  -0.090  0.20
H  2.179  -1.567  1.240  0.40
H  1.400  -2.736  0.477  0.44

- Frontier orbital gap: 10.0 eV
- Charge: +1
- E_tot: -13734.6047 eV

***

[8]
C4H14O2S | ωB97M-V/def2-TZVPD

Last column: natural (NBO) charge in e.
Cartesian coordinates (Å):
C  0.465  0.642  -3.648  -0.63
C  0.665  0.705  -2.159  -0.42
C  -0.634  0.082  -1.408  -0.39
C  -0.416  -0.285  0.152  -0.53
S  -1.310  -1.770  0.598  -0.05
H  1.435  0.410  -3.996  0.22
H  -0.313  -0.066  -4.102  0.21
H  -0.010  1.560  -4.091  0.21
H  0.759  1.668  -1.810  0.20
H  1.755  0.506  -1.832  0.20
H  -1.053  -0.749  -1.968  0.21
H  -1.343  0.959  -1.328  0.20
H  -0.770  0.606  0.702  0.21
H  0.569  -0.468  0.466  0.21
H  -2.312  -0.970  1.176  0.15
O  -2.648  -3.709  3.001  -0.94
H  -1.666  -3.570  2.757  0.48
H  -2.645  -3.692  3.918  0.46
O  3.484  2.479  4.410  -0.93
H  2.892  2.413  5.210  0.47
H  3.098  3.249  3.952  0.47

- SMILES string: CCCCS.O.O
- Frontier orbital gap: 9.6 eV
- E_tot: -19303.4350 eV

***

[9]
C4H14O2S | ωB97M-V/def2-TZVPD

Last column: natural (NBO) charge in e.
Cartesian coordinates (Å):
C  0.967  1.354  2.223  -0.61
C  -0.499  1.012  1.899  -0.40
C  -0.728  0.201  0.634  -0.40
C  -2.203  -0.066  0.403  -0.50
S  -2.470  -1.138  -1.030  -0.04
H  1.052  2.382  2.585  0.22
H  1.633  1.222  1.365  0.20
H  1.333  0.664  2.973  0.21
H  -0.864  0.457  2.770  0.20
H  -1.145  1.894  1.854  0.20
H  -0.358  0.794  -0.196  0.20
H  -0.213  -0.751  0.671  0.21
H  -2.650  -0.635  1.213  0.22
H  -2.774  0.848  0.322  0.21
H  -1.468  -0.624  -1.743  0.11
O  -0.737  -0.243  -5.594  -0.93
H  -1.370  -0.078  -4.883  0.47
H  -0.766  -1.199  -5.713  0.47
O  4.746  -2.062  -0.060  -0.95
H  4.554  -1.583  0.749  0.47
H  3.961  -2.449  -0.444  0.48

- SMILES string: CCCCS.O.O
- Frontier orbital gap: 9.7 eV
- E_tot: -19305.0298 eV

***

[10]
C4H14O2S | ωB97M-V/def2-TZVPD

Last column: natural (NBO) charge in e.
Cartesian coordinates (Å):
C  3.367  -0.119  1.379  -0.61
C  2.559  0.933  0.589  -0.40
C  1.101  0.867  1.033  -0.40
C  0.121  1.646  0.131  -0.51
S  -1.666  1.419  0.476  -0.05
H  4.450  0.091  1.365  0.21
H  3.290  -1.131  0.979  0.21
H  3.043  -0.005  2.409  0.20
H  2.945  1.933  0.782  0.20
H  2.600  0.766  -0.490  0.20
H  0.783  -0.176  0.987  0.19
H  1.000  1.208  2.068  0.20
H  0.399  2.704  0.208  0.22
H  0.353  1.441  -0.913  0.20
H  -1.596  0.038  0.494  0.13
O  -1.614  -5.814  1.097  -0.94
H  -1.734  -5.683  2.038  0.47
H  -1.293  -6.716  1.008  0.47
O  -1.569  0.949  -4.639  -0.92
H  -1.303  0.963  -3.722  0.46
H  -2.483  0.712  -4.507  0.46

- SMILES string: CCCCS.O.O
- Frontier orbital gap: 9.9 eV
- E_tot: -19305.0039 eV

***

[11]
C4H14O2S2 | ωB97M-V/def2-TZVPD

Last column: natural (NBO) charge in e.
Cartesian coordinates (Å):
C  -1.032  -0.522  2.636  -0.61
C  0.469  -0.506  2.538  -0.40
C  1.179  -0.442  1.075  -0.53
S  1.088  1.155  0.168  0.02
S  2.691  0.924  -1.138  0.06
C  1.869  1.434  -2.735  -0.73
H  -1.399  -1.508  2.321  0.21
H  -1.476  -0.201  3.654  0.22
H  -1.504  0.236  1.978  0.19
H  0.867  0.360  3.017  0.20
H  0.751  -1.381  3.100  0.21
H  2.208  -0.368  1.373  0.23
H  0.706  -1.207  0.395  0.25
H  1.371  2.403  -2.544  0.23
H  2.596  1.420  -3.598  0.23
H  1.170  0.565  -2.964  0.23
O  -1.224  -1.781  -1.440  -0.99
H  -1.157  -2.537  -1.985  0.47
H  -1.608  -0.976  -1.904  0.51
O  -2.375  0.937  -1.684  -0.96
H  -3.309  0.763  -1.357  0.48
H  -1.881  1.231  -0.905  0.49

- SMILES string: CCCSSC.O.O
- Frontier orbital gap: 8.6 eV
- E_tot: -30139.7250 eV

***

[12]
C4H14O2S2 | ωB97M-V/def2-TZVPD

Last column: natural (NBO) charge in e.
Cartesian coordinates (Å):
C  0.089  -0.209  1.041  -0.63
C  1.596  -0.159  1.503  -0.43
C  1.775  -0.428  3.053  -0.56
S  1.970  -2.142  3.518  0.08
S  0.698  -3.545  2.561  0.12
C  1.737  -3.764  1.123  -0.80
H  -0.610  0.501  1.670  0.21
H  -0.044  -0.037  -0.058  0.22
H  -0.312  -1.309  1.121  0.21
H  2.241  -0.915  0.979  0.21
H  1.886  0.866  1.039  0.22
H  2.617  0.031  3.516  0.24
H  0.842  -0.124  3.695  0.22
H  1.028  -3.664  0.281  0.22
H  2.711  -3.136  0.902  0.26
H  1.915  -4.894  1.059  0.22
O  -2.129  4.896  -4.245  -0.94
H  -2.384  5.746  -4.121  0.47
H  -2.029  4.708  -5.165  0.47
O  -4.869  2.369  -4.236  -0.93
H  -4.582  2.197  -5.150  0.46
H  -4.144  3.012  -4.086  0.47

- SMILES string: CCCSSC.O.O
- Frontier orbital gap: 9.2 eV
- E_tot: -30138.8286 eV

***

Which value of E_tot does entry 11 give? -30139.7250 eV

***

Which of these has the lowest E_tot? number 11

***

Which of these has the lowest E_tot? number 11

***

Which of these has the highest E_tot? number 3